Here is a 8-piece molecular cluster, C34H90N6O10 overall from OMol25. Energies are from ωB97M-V with the def2-TZVPD basis set.

Calculated values
* LUMO level: 0.61 eV
* energy: -2430.090625 Eh
* net charge: 0
* energy relative to the best compared isomer or geometry (same formula, charge and spin): 72.4 kcal/mol
* 2S+1: 1
* highest occupied orbital energy: -8.62 eV
* SMILES: COC[C@H](C)N.COC[C@H](C)N.COC[C@H](C)N.COC[C@H](C)N.COCCNCCOC.COCCNCCOC.CC(C)O.CC(C)O

Last column: Löwdin charge in e.
Cartesian coordinates (Å):
C (-3.569, -3.942, -0.687)  -0.123
O (-2.219, -3.884, -1.038)  -0.241
C (-1.496, -5.015, -1.398)  -0.207
C (-1.571, -5.194, -2.936)  -0.179
N (-2.965, -5.302, -3.344)  -0.081
C (-3.443, -4.386, -4.344)  -0.208
C (-2.641, -4.233, -5.677)  -0.231
O (-2.413, -5.460, -6.302)  -0.213
C (-1.563, -5.492, -7.414)  -0.111
H (-3.770, -3.254, 0.142)  0.070
H (-3.835, -5.003, -0.310)  0.111
H (-4.208, -3.710, -1.603)  0.090
H (-1.990, -5.894, -0.901)  0.128
H (-0.500, -4.909, -0.987)  0.099
H (-0.934, -6.013, -3.283)  0.118
H (-1.237, -4.306, -3.477)  0.096
H (-3.241, -6.302, -3.476)  0.140
H (-3.645, -3.417, -3.853)  0.102
H (-4.481, -4.737, -4.576)  0.128
H (-1.626, -3.678, -5.414)  0.134
H (-3.150, -3.566, -6.455)  0.136
H (-1.836, -4.622, -8.105)  0.107
H (-1.705, -6.424, -7.951)  0.086
H (-0.560, -5.358, -7.106)  0.067
C (5.468, 4.097, 4.611)  -0.117
O (4.336, 3.910, 5.417)  -0.186
C (3.317, 3.387, 4.566)  -0.218
C (2.088, 3.112, 5.468)  -0.212
N (0.864, 3.145, 4.712)  -0.039
C (-0.358, 3.206, 5.617)  -0.174
C (-1.579, 3.577, 4.907)  -0.235
O (-2.041, 2.409, 4.215)  -0.186
C (-3.057, 2.760, 3.283)  -0.109
H (5.736, 3.160, 4.252)  0.063
H (6.240, 4.580, 5.165)  0.085
H (5.196, 4.696, 3.755)  0.081
H (3.655, 2.480, 4.113)  0.109
H (3.052, 4.209, 3.849)  0.123
H (2.032, 3.937, 6.195)  0.123
H (2.370, 2.195, 5.995)  0.120
H (0.764, 2.325, 4.116)  0.077
H (-0.221, 4.016, 6.315)  0.117
H (-0.427, 2.281, 6.107)  0.109
H (-1.438, 4.444, 4.246)  0.116
H (-2.357, 3.919, 5.572)  0.119
H (-3.308, 1.824, 2.752)  0.071
H (-2.668, 3.377, 2.457)  0.067
H (-3.907, 3.314, 3.714)  0.095
C (2.863, -6.122, -0.675)  -0.066
C (3.246, -6.244, 0.763)  -0.454
C (1.979, -6.272, 1.645)  -0.207
O (1.238, -5.066, 1.474)  -0.211
C (0.192, -4.961, 2.427)  -0.105
N (4.097, -7.398, 1.007)  0.041
H (2.546, -7.032, -1.145)  0.070
H (3.749, -5.756, -1.259)  0.101
H (2.029, -5.480, -0.845)  0.051
H (3.867, -5.382, 1.013)  0.140
H (2.289, -6.401, 2.695)  0.122
H (1.360, -7.171, 1.362)  0.141
H (-0.267, -5.920, 2.620)  0.077
H (-0.576, -4.345, 2.004)  0.070
H (0.605, -4.649, 3.404)  0.099
H (3.576, -8.209, 0.750)  0.057
H (4.279, -7.535, 1.993)  0.069
C (0.568, 1.316, -3.866)  -0.041
C (0.638, 0.124, -2.885)  -0.399
C (0.106, -1.151, -3.572)  -0.207
O (-1.131, -0.993, -4.257)  -0.176
C (-2.088, -0.683, -3.272)  -0.131
N (2.053, -0.129, -2.424)  0.060
H (0.883, 2.272, -3.414)  0.079
H (-0.478, 1.484, -4.224)  0.091
H (1.159, 1.120, -4.720)  0.063
H (0.094, 0.462, -1.979)  0.124
H (-0.007, -1.930, -2.779)  0.117
H (0.893, -1.426, -4.269)  0.126
H (-1.853, 0.315, -2.807)  0.084
H (-2.059, -1.341, -2.396)  0.072
H (-3.121, -0.732, -3.675)  0.103
H (2.491, -0.273, -3.283)  0.045
H (2.082, -1.016, -1.927)  0.077
C (-0.715, -0.884, 2.328)  -0.042
C (0.052, -0.592, 1.059)  -0.481
C (1.428, -0.105, 1.441)  -0.217
O (1.599, 1.002, 2.296)  -0.158
C (1.030, 2.160, 1.784)  -0.152
N (0.348, -1.714, 0.181)  0.065
H (-1.666, -1.360, 2.036)  0.072
H (-0.988, 0.116, 2.714)  0.075
H (-0.070, -1.441, 3.036)  0.095
H (-0.487, 0.180, 0.511)  0.125
H (1.828, 0.217, 0.469)  0.102
H (2.016, -0.968, 1.823)  0.145
H (1.477, 3.043, 2.279)  0.073
H (-0.066, 2.387, 1.919)  0.104
H (1.296, 2.358, 0.743)  0.067
H (-0.578, -2.205, -0.064)  0.096
H (0.823, -2.362, 0.799)  0.054
C (1.788, 6.783, 1.167)  -0.077
C (0.278, 6.808, 1.334)  -0.483
C (-0.230, 5.636, 0.490)  -0.192
O (-1.522, 5.172, 0.919)  -0.229
C (-2.604, 5.660, 0.122)  -0.094
N (-0.038, 6.729, 2.711)  0.050
H (2.098, 6.753, 0.110)  0.086
H (2.203, 5.946, 1.689)  0.058
H (2.249, 7.718, 1.520)  0.085
H (-0.024, 7.794, 0.865)  0.148
H (0.435, 4.808, 0.564)  0.093
H (-0.128, 5.879, -0.615)  0.147
H (-2.582, 6.739, 0.042)  0.084
H (-3.487, 5.314, 0.700)  0.092
H (-2.658, 5.176, -0.848)  0.077
H (-0.993, 6.323, 2.778)  0.075
H (0.581, 6.030, 3.134)  0.070
C (-3.819, 0.318, 0.256)  -0.054
C (-5.023, 0.664, -0.648)  -0.490
C (-4.650, 1.634, -1.733)  -0.049
O (-5.595, -0.507, -1.207)  -0.042
H (-3.279, -0.396, -0.367)  0.068
H (-4.098, -0.185, 1.148)  0.061
H (-3.259, 1.248, 0.481)  0.082
H (-5.763, 1.232, -0.003)  0.146
H (-4.051, 1.267, -2.495)  0.036
H (-4.191, 2.554, -1.316)  0.094
H (-5.539, 1.939, -2.197)  0.064
H (-5.448, -1.256, -0.605)  0.082
C (4.658, 1.580, -0.388)  -0.047
C (3.858, 2.658, -1.246)  -0.475
C (4.315, 2.676, -2.714)  -0.064
O (2.498, 2.393, -1.071)  -0.095
H (4.388, 0.523, -0.685)  0.084
H (4.472, 1.799, 0.654)  0.054
H (5.762, 1.676, -0.508)  0.072
H (4.074, 3.678, -0.814)  0.143
H (4.074, 1.733, -3.240)  0.070
H (5.347, 2.949, -2.807)  0.066
H (3.728, 3.377, -3.310)  0.073
H (2.388, 1.608, -1.616)  0.010